[1]
This record from OMol25 describes a 5-piece molecular cluster, C29H64ClN5O4S overall at a distorted geometry. The level of theory is ωB97M-V/def2-TZVPD.

Structure (SMILES)   C[C@@]1(S)OC(=O)O[C@]1(Cl)OC#N.CCN(CC)CC.CCN(CC)CC.CCN(CC)CC.CCN(CC)CC
HOMO-LUMO gap   8.3 eV

ORCA input file:
```
! wB97M-V def2-TZVPD RIJCOSX def2/J DEFGRID3
* xyz 0 1
C 3.53373 1.80344 5.92961
C 2.10518 1.67158 5.32033
S 1.95527 3.04904 4.09401
O 2.14546 0.50595 4.47148
C 0.95388 -0.14660 4.75418
O 0.20108 -0.64879 4.05117
O 0.82569 -0.01727 6.14830
C 0.92588 1.40255 6.32781
Cl 1.33325 1.51408 8.07810
O -0.37599 1.83878 5.99347
C -0.52823 3.14651 6.25066
N -0.67981 4.24569 6.06594
H 3.71205 1.08780 6.76159
H 4.27409 1.58063 5.14358
H 3.63429 2.81481 6.36836
H 1.91096 4.23510 4.77919
C 2.05305 0.62663 1.31912
C 2.93085 0.51269 0.08146
N 4.21846 -0.10963 0.34058
C 5.15912 0.03600 -0.75961
C 4.81590 -0.63977 -2.08974
C 4.17849 -1.42566 0.95943
C 3.40874 -2.53439 0.23610
H 2.57331 1.14420 2.12232
H 1.15002 1.19430 1.08212
H 1.73297 -0.35113 1.68373
H 3.10302 1.52854 -0.28818
H 2.36871 -0.01300 -0.70476
H 6.14668 -0.30743 -0.43542
H 5.28836 1.10759 -0.94969
H 4.96037 -1.71912 -2.04474
H 5.47812 -0.26496 -2.87492
H 3.79139 -0.43691 -2.40662
H 3.75024 -1.31568 1.96087
H 5.20198 -1.76614 1.14252
H 2.43957 -2.19633 -0.13415
H 3.22148 -3.36038 0.92693
H 3.97583 -2.94376 -0.59955
C -3.34729 -1.25799 -2.26448
C -3.39790 -0.66589 -0.86264
N -3.13071 -1.63380 0.18677
C -3.45629 -1.14302 1.51742
C -2.65515 0.04329 2.05867
C -1.87673 -2.36369 0.07974
C -0.57832 -1.55314 0.03302
H -4.01857 -2.11426 -2.35388
H -3.65988 -0.50804 -2.99388
H -2.33878 -1.57453 -2.53849
H -4.40635 -0.26555 -0.71752
H -2.71235 0.19305 -0.81596
H -3.38724 -1.96896 2.23233
H -4.51688 -0.86366 1.52134
H -1.65100 -0.25088 2.36005
H -3.14735 0.44418 2.94927
H -2.57962 0.85849 1.33639
H -1.92132 -2.98256 -0.82174
H -1.81312 -3.08735 0.89742
H -0.64364 -0.69671 -0.64117
H 0.23565 -2.18784 -0.32725
H -0.28750 -1.19574 1.02035
C -9.30564 3.26263 1.84482
C -8.34647 3.53903 2.99456
N -7.67459 2.34982 3.48902
C -6.98649 2.56152 4.75388
C -5.80982 3.54121 4.77586
C -6.94110 1.57286 2.50169
C -5.83560 2.27954 1.71239
H -10.03435 2.49655 2.11651
H -9.85297 4.17322 1.59323
H -8.78090 2.94142 0.94273
H -8.93571 3.96965 3.81006
H -7.63341 4.31580 2.68200
H -6.64722 1.59640 5.14326
H -7.72717 2.90845 5.48338
H -4.92128 3.11781 4.30774
H -5.54245 3.77191 5.81015
H -6.04671 4.48617 4.28444
H -7.66219 1.16884 1.78457
H -6.52020 0.68583 2.98466
H -6.14080 3.26385 1.35277
H -5.57289 1.68183 0.83538
H -4.92656 2.39161 2.30253
C 3.01108 -3.29457 -8.69704
C 4.42003 -2.76396 -8.46992
N 4.48480 -1.68417 -7.50025
C 5.76527 -0.99289 -7.49395
C 7.00615 -1.78403 -7.07120
C 3.92134 -1.96770 -6.18913
C 4.48896 -3.15551 -5.40680
H 2.32803 -2.48957 -8.97472
H 3.01767 -4.02488 -9.50857
H 2.61620 -3.79823 -7.81238
H 4.78276 -2.38920 -9.43203
H 5.07501 -3.60398 -8.19621
H 5.68739 -0.09977 -6.86592
H 5.94097 -0.60552 -8.50397
H 7.03444 -1.94797 -5.99420
H 7.90670 -1.22099 -7.32888
H 7.07376 -2.75035 -7.57351
H 2.84557 -2.12690 -6.31022
H 3.98958 -1.06955 -5.56819
H 4.61561 -4.04431 -6.02749
H 3.80399 -3.42107 -4.59750
H 5.44622 -2.91527 -4.94494
*
```

Löwdin population analysis, charges in e, atoms 1 to 6:
1. C -0.090
2. C -0.695
3. S 0.858
4. O -0.001
5. C -0.498
6. O 0.261

[2]
This record from OMol25 describes C29H65AsBrClCsN5O6Si5 as an isolated structure at a distorted geometry. The level of theory is ωB97M-V/def2-TZVPD.

Relative energy (zero: lowest compared OMol25 entry of this formula, charge and spin)   62.4 kcal/mol
HOMO-LUMO gap   3.7 eV

ORCA input file:
```
! wB97M-V def2-TZVPD RIJCOSX def2/J DEFGRID3
* xyz -2 1
Cs 1.54274 0.32979 0.10463
O 2.05659 -3.04578 3.07659
Cl 2.24950 -1.97462 2.13961
O 3.04911 -0.92882 2.72511
O 2.91657 -2.47648 0.94425
O 0.97421 -1.41402 1.74282
N 0.60820 -1.88641 -1.80319
C 0.87077 -3.28929 -1.62705
C 0.65393 -4.10531 -2.93554
C 0.47165 -5.61531 -2.78476
C 1.71576 -6.33282 -2.24449
N 2.28325 -5.80406 -1.02144
C 1.51170 -5.81199 0.15280
N 2.29732 -5.38966 1.25786
N 0.97460 -7.11997 0.38066
C -0.09190 -3.85275 -0.59488
O 0.23225 -4.93132 0.11922
O -1.20128 -3.40978 -0.46623
H -0.39298 -1.66427 -1.85817
H 1.01432 -1.58011 -2.68320
H 1.89802 -3.38111 -1.27510
H 1.50054 -3.90122 -3.60146
H -0.23031 -3.67195 -3.41138
H 0.22745 -6.04596 -3.76165
H -0.39444 -5.81511 -2.14778
H 2.51113 -6.27766 -2.99580
H 1.51555 -7.39816 -2.08934
H 2.74731 -4.92067 -1.15120
H 2.78356 -4.51968 1.02839
H 1.67363 -5.12494 2.01806
H 0.12688 -7.21666 -0.16673
H 0.68983 -7.16902 1.35179
C -1.34585 2.09313 5.41105
Si -0.24437 1.15239 4.19552
C 0.21100 -0.46817 5.04262
C 1.33472 2.12996 3.96988
As -1.20306 0.79689 2.05459
Si -2.74115 -0.88834 2.71887
C -3.65771 -0.64400 4.36490
C -4.05613 -1.00409 1.37925
C -1.88265 -2.54534 2.88055
Si -2.72724 2.60329 1.90847
C -4.19354 2.64360 3.11113
C -3.48340 2.49793 0.19355
C -1.82453 4.23837 2.12570
H -0.86795 2.07226 6.39140
H -2.32781 1.64603 5.50275
H -1.47129 3.12797 5.12325
H 0.88748 -0.21755 5.86180
H 0.72402 -1.16818 4.39368
H -0.64952 -0.97207 5.46307
H 1.72585 2.41564 4.94856
H 1.18171 3.01144 3.35657
H 2.08344 1.52499 3.46641
H -4.18000 0.30390 4.47486
H -2.99507 -0.75654 5.21119
H -4.39703 -1.44654 4.41883
H -4.74065 -0.16075 1.40781
H -4.63347 -1.91611 1.52649
H -3.61022 -1.03470 0.38886
H -0.96249 -2.49131 3.44858
H -1.64576 -2.96074 1.90993
H -2.56648 -3.22744 3.39165
H -4.69970 1.68703 3.23379
H -4.91190 3.33486 2.66699
H -3.92110 3.01920 4.09281
H -4.37321 1.87379 0.19847
H -2.82004 2.07642 -0.55132
H -3.77822 3.49786 -0.12888
H -1.61427 4.44267 3.16963
H -2.47339 5.03085 1.75143
H -0.88083 4.26016 1.57622
C -1.62637 1.23079 -4.95137
Si -2.63157 0.26161 -3.65326
C -4.33703 1.15518 -3.70012
C -3.05538 -1.42952 -4.43313
C -1.74293 0.09247 -2.12914
H -2.18212 1.39684 -5.87179
H -0.70442 0.70774 -5.19128
H -1.35652 2.20191 -4.54498
H -4.77419 1.18721 -4.69970
H -4.23604 2.17669 -3.33850
H -5.04001 0.65132 -3.03877
H -3.70624 -1.34878 -5.30011
H -3.55848 -2.04618 -3.69215
H -2.14743 -1.95307 -4.72514
H -2.15023 -0.52767 -1.33367
H -1.19937 0.94711 -1.73195
Br 7.91147 1.14996 -4.06411
C 6.24781 0.48623 -3.43295
C 6.23034 -0.51209 -2.46290
C 4.98795 -0.95733 -2.03707
N 3.83679 -0.48136 -2.51417
C 3.87807 0.48438 -3.43481
C 5.06146 1.00816 -3.93464
H 7.13711 -0.92089 -2.04868
H 4.91595 -1.72071 -1.26850
H 2.92648 0.86609 -3.78471
H 5.04977 1.79452 -4.67335
C 0.58604 7.00010 -0.43248
Si 1.99182 5.73839 -0.44172
C 2.57339 5.55235 -2.23098
C 3.43209 6.49105 0.52769
C 1.46596 4.16865 0.25435
C 1.02188 3.11400 0.72473
H 0.92113 7.97776 -0.78532
H 0.18756 7.11374 0.57254
H -0.22851 6.66476 -1.06796
H 2.90070 6.50676 -2.64615
H 1.77421 5.16185 -2.85200
H 3.40376 4.85380 -2.28468
H 3.63022 7.51421 0.20417
H 4.33725 5.90784 0.38468
H 3.21402 6.50053 1.59074
*
```

Löwdin population analysis, charges in e, atoms 1 to 6:
1. Cs 1.001
2. O -0.328
3. Cl 0.579
4. O -0.362
5. O -0.409
6. O -0.734

[3]
This record from OMol25 describes C29H65N5O10S3 as an isolated structure at a distorted geometry. The level of theory is ωB97M-V/def2-TZVPD.

Relative energy (zero: lowest compared OMol25 entry of this formula, charge and spin)   0.0 kcal/mol
HOMO-LUMO gap   8.0 eV

ORCA input file:
```
! wB97M-V def2-TZVPD RIJCOSX def2/J DEFGRID3
* xyz 0 1
O 7.46480 0.97438 2.85859
S 7.99355 0.38409 1.67854
O 9.33437 -0.07143 1.62487
O 6.99260 -0.77492 1.21726
C 6.44565 -0.41945 -0.09542
C 5.21724 -1.19772 -0.47325
C 4.09134 -1.17056 0.57521
C 2.75118 -1.27848 -0.14065
S 1.40465 -1.35216 1.07074
C 0.03420 -0.91244 0.03168
S -0.19803 -1.58045 -1.42818
N -0.81716 0.04023 0.64384
C -1.14462 1.17669 -0.24253
C -2.50856 1.04256 -0.88629
O -3.54437 1.06938 0.09274
C -3.19436 0.39740 1.29248
C -2.04856 -0.58717 1.17900
C 6.37080 1.08043 0.03285
C 5.84064 1.89380 -1.12108
C 4.36014 2.16588 -0.92806
C 3.71110 3.28170 -1.81068
O 3.59454 1.72621 -1.94650
O 7.74129 1.36764 0.43469
H 7.26969 -0.68128 -0.76766
H 5.51861 -2.23591 -0.61145
H 4.87753 -0.85954 -1.45611
H 4.22327 -2.02526 1.24008
H 4.13460 -0.25169 1.16232
H 2.73124 -2.12071 -0.83266
H 2.58485 -0.37892 -0.73612
H -1.11898 2.10191 0.33995
H -0.40105 1.27090 -1.03357
H -2.64899 1.92682 -1.51356
H -2.57932 0.15098 -1.51026
H -4.06634 -0.18343 1.60837
H -2.99777 1.11018 2.10106
H -1.84023 -0.93224 2.19643
H -2.32380 -1.46820 0.58813
H 5.78932 1.31117 0.93389
H 6.37039 2.84696 -1.12986
H 5.91427 1.36936 -2.07346
H 4.00574 2.13466 0.10240
H 3.23336 3.58594 -2.73797
H 4.72129 3.56513 -2.19730
C 4.33448 -7.05028 -3.33491
C 4.83961 -5.78246 -4.01655
C 5.81029 -4.96009 -3.16039
O 5.20316 -4.21023 -2.12310
C 4.91077 -4.94302 -0.94657
N 3.68832 -5.00273 -4.47408
H 3.56373 -6.82818 -2.59671
H 3.89114 -7.71671 -4.07353
H 5.14518 -7.58550 -2.83700
H 5.40267 -6.08698 -4.90451
H 6.28706 -4.21865 -3.80665
H 6.60704 -5.59432 -2.74980
H 5.66205 -5.71650 -0.76305
H 3.92151 -5.40419 -0.98775
H 4.91865 -4.24524 -0.10818
H 4.00566 -4.21957 -5.03691
H 3.24958 -4.57521 -3.66308
C -1.38491 -0.14309 7.24673
C -1.00136 -0.45132 5.80287
C -0.85044 0.79458 4.92217
O -2.06821 1.39525 4.52028
C -2.67599 2.25015 5.46820
N -1.95652 -1.41944 5.25852
H -2.44300 0.10472 7.33543
H -1.20352 -1.01493 7.87409
H -0.80140 0.68943 7.64404
H -0.01951 -0.93482 5.81725
H -0.35756 0.49919 3.99113
H -0.20674 1.54009 5.40801
H -1.92623 2.78454 6.05972
H -3.34421 1.70747 6.14150
H -3.27082 2.97775 4.91558
H -1.64304 -1.73036 4.34420
H -2.83178 -0.93376 5.08106
C -6.30462 5.50478 1.66190
C -5.23251 4.42449 1.76800
C -3.88475 4.93710 2.29347
O -3.11411 5.66466 1.35721
C -3.46225 7.02526 1.20708
N -5.10764 3.74007 0.48125
H -6.15056 6.13390 0.78474
H -7.28649 5.04369 1.56058
H -6.31902 6.14482 2.54669
H -5.58019 3.68511 2.49824
H -3.27164 4.06929 2.55428
H -4.02141 5.52977 3.20968
H -3.79299 7.45837 2.15681
H -4.24611 7.16892 0.45893
H -2.57035 7.55426 0.87240
H -4.47453 2.95015 0.58892
H -4.62531 4.36901 -0.15572
C -3.90784 -0.37126 -4.67991
C -4.08924 -1.69591 -3.94451
C -5.30019 -2.50830 -4.41798
O -6.55019 -2.03218 -3.96294
C -7.10364 -0.95982 -4.69924
N -4.11751 -1.42788 -2.50510
H -4.61291 0.38172 -4.32675
H -2.90431 0.01627 -4.50358
H -4.04150 -0.49112 -5.75666
H -3.20582 -2.30963 -4.14910
H -5.21255 -3.51808 -4.00871
H -5.30348 -2.59905 -5.51297
H -6.86166 -1.04286 -5.76379
H -6.76350 0.01079 -4.33006
H -8.18529 -1.00905 -4.58022
H -4.12425 -2.30843 -1.99788
H -5.01742 -1.00691 -2.28561
*
```

Löwdin population analysis, charges in e, atoms 1 to 6:
1. O -0.216
2. S 0.611
3. O -0.211
4. O -0.155
5. C -0.268
6. C -0.112

[4]
This record from OMol25 describes C29H66Cl3MnO23 as an isolated structure at a distorted geometry. The level of theory is ωB97M-V/def2-TZVPD.

HOMO-LUMO gap (spin up / spin down)   5.7 / 5.7 eV

ORCA input file:
```
! wB97M-V def2-TZVPD RIJCOSX def2/J DEFGRID3
* xyz -1 6
Mn -0.08110 0.53564 -0.97527
C -2.12334 3.87331 0.44395
C -2.67819 4.86454 -0.28757
C -2.56914 5.02925 -1.81045
O -3.14040 5.91344 -2.50093
C -1.84330 4.09259 -2.54211
C -1.12405 3.00272 -1.82310
C -1.31493 2.91347 -0.22899
O -0.72667 1.99293 0.35788
O -0.40813 2.14697 -2.36858
O -3.51916 5.58467 0.36491
H -2.34004 3.75228 1.49504
H -1.83506 4.07750 -3.62197
Cl 0.52998 -1.22022 0.68716
C 0.70881 -4.37472 -1.83044
C 0.52849 -5.84836 -2.04755
C 1.94304 -6.28313 -2.42127
O 2.77463 -5.43381 -1.56513
C 1.97007 -4.43143 -0.94658
H -0.14180 -3.95893 -1.29037
H 0.93870 -3.79166 -2.72223
H -0.19682 -6.10936 -2.81821
H 0.24210 -6.28361 -1.09014
H 2.19549 -6.06937 -3.45986
H 1.96343 -7.37050 -2.34839
H 2.58009 -3.53211 -1.03135
H 1.72913 -4.63866 0.09606
C -3.62932 -3.33258 3.22132
C -2.11405 -3.38968 2.99424
O -1.78103 -3.67110 1.65972
O -4.13488 -4.62741 3.56464
H -4.06470 -3.03768 2.26655
H -3.90964 -2.58387 3.96224
H -1.68276 -4.05292 3.74405
H -1.68823 -2.41193 3.21959
H -1.01393 -3.12109 1.48466
H -4.00043 -4.74161 4.50829
C 2.66684 1.02165 5.51912
C 2.13349 2.19918 4.61638
O 1.50300 1.82719 3.43286
O 3.91754 0.47858 4.99398
H 1.90770 0.24175 5.57892
H 2.91965 1.40283 6.50851
H 3.03122 2.79308 4.44473
H 1.50226 2.91456 5.14353
H 2.05917 1.20430 2.95927
H 3.66369 -0.11355 4.28225
C 3.73406 1.72597 0.74296
C 2.48073 2.35925 0.07205
O 1.85360 1.50921 -0.91770
O 3.36268 0.74006 1.64820
H 4.37034 2.42653 1.28376
H 4.30304 1.34921 -0.10699
H 2.85511 3.32127 -0.27790
H 1.86057 2.59313 0.93738
H 2.30564 1.65355 -1.75222
H 2.93272 -0.02244 1.25406
C 1.84066 -2.44372 4.41851
C 2.85942 -2.77813 3.37825
O 3.77255 -1.73209 3.29449
O 0.90160 -1.49500 4.07699
H 2.24224 -2.05949 5.35618
H 1.36425 -3.36558 4.75214
H 2.41734 -2.93003 2.39357
H 3.33330 -3.71503 3.67108
H 4.36431 -1.95436 2.57198
H 0.77579 -1.42003 3.12822
C -5.61019 -0.03930 -0.67082
C -5.15357 -1.01360 0.42020
O -4.96375 -0.40908 1.73923
O -4.56030 0.84068 -1.07624
H -6.48493 0.51713 -0.33419
H -5.88312 -0.64861 -1.53242
H -4.16680 -1.33693 0.08878
H -5.93040 -1.77737 0.45601
H -4.06792 -0.06585 1.77480
H -4.78524 1.77324 -1.03969
C 3.43428 -1.28382 -3.83479
C 4.17569 0.03297 -3.49527
O 3.24926 1.05201 -3.19341
O 2.50627 -1.22348 -4.84703
H 3.05398 -1.61838 -2.86963
H 4.17625 -2.03451 -4.10691
H 4.83589 0.29077 -4.32339
H 4.82251 -0.07283 -2.62434
H 3.06907 1.52673 -4.00814
H 2.94967 -0.93320 -5.64749
C -0.10315 2.85180 -7.34641
C -0.45006 2.47332 -5.89601
O 0.13052 3.37275 -4.96504
O -0.86987 2.12352 -8.26185
H 0.95337 2.66352 -7.53723
H -0.14990 3.92036 -7.55639
H -0.13026 1.44417 -5.73267
H -1.53868 2.44451 -5.84936
H -0.19779 3.23473 -4.07355
H -0.36431 1.95133 -9.05957
C -1.81924 1.50290 4.69933
C -2.08869 0.47041 3.61789
O -2.68722 0.89787 2.34863
O -1.16391 2.52882 4.09750
H -1.26215 1.05866 5.52420
H -2.64706 1.98014 5.22380
H -2.65923 -0.37564 4.00103
H -1.10767 0.11275 3.30519
H -2.05390 1.47373 1.91401
H -0.38702 2.18476 3.65067
C -0.86180 -0.82363 -3.33311
C -1.88047 -1.20142 -2.26610
O -2.07583 -0.09089 -1.40339
O 0.46285 -0.58547 -2.76995
H -1.09868 0.05958 -3.92635
H -0.88308 -1.57918 -4.11848
H -1.55334 -2.04327 -1.65588
H -2.76830 -1.56649 -2.78241
H -3.00508 0.12339 -1.29302
H 1.15255 -0.96959 -3.31617
C 0.52575 5.04493 2.42560
Cl 1.30288 5.51358 0.87747
Cl 1.42683 5.65839 3.80661
H -0.50343 5.40266 2.45561
H 0.41159 3.97133 2.57539
*
```

Löwdin population analysis, charges in e, atoms 1 to 6:
1. Mn 0.675
2. C -0.031
3. C -0.358
4. C -0.374
5. O -0.007
6. C 0.015